a.
{"formula": "C21H33N3O3", "method": "the ωB97M-V functional and the def2-TZVPD basis", "spin_multiplicity": 1, "charge": 0, "homo_lumo_gap_ev": 9.22, "homo_energy_ha": -0.3140, "smiles": "CCCCN(C)CCCNC(=O)[C@@H]1CC(=O)N(Cc2ccc(OC)cc2)C1", "symbols": ["C", "H", "H", "C", "C", "C", "N", "C", "H", "H", "H", "C", "H", "C", "C", "N", "C", "O", "C", "H", "C", "N", "C", "O", "C", "H", "H", "C", "C", "C", "C", "C", "C", "C", "H", "H", "O", "C", "H", "H", "H", "H", "H", "H", "H", "H", "H", "H", "H", "H", "H", "H", "H", "H", "H", "H", "H", "H", "H", "H"], "coordinates": [[1.45585, 4.98732, 2.79535], [1.64030, 4.92816, 1.72498], [2.40262, 4.83978, 3.31031], [0.44636, 3.92735, 3.21913], [0.91338, 2.52556, 2.83404], [-0.06577, 1.45716, 3.31947], [0.16478, 0.16401, 2.69437], [1.44026, -0.40500, 3.08112], [1.53137, -0.52348, 4.17333], [2.24978, 0.23287, 2.73358], [1.55818, -1.38323, 2.61990], [-0.92193, -0.77480, 2.93983], [-0.76459, -1.33593, 3.87589], [-1.08125, -1.75367, 1.77569], [-1.57447, -1.02858, 0.52228], [-1.45255, -1.86123, -0.65155], [-2.50096, -2.43297, -1.27214], [-3.65756, -2.23870, -0.96069], [-2.11840, -3.34770, -2.44167], [-3.05157, -3.72592, -2.86141], [-1.28612, -2.59568, -3.49368], [0.08146, -2.92478, -3.16517], [0.21392, -3.95235, -2.29892], [1.26311, -4.36658, -1.85726], [-1.18217, -4.47560, -1.99356], [-1.34446, -5.38627, -2.57353], [-1.28123, -4.72788, -0.93859], [1.18404, -2.08947, -3.59236], [1.13147, -0.77370, -2.86008], [0.62990, 0.36919, -3.46005], [0.48334, 1.54830, -2.74726], [0.83130, 1.59181, -1.40261], [1.34413, 0.44414, -0.79207], [1.49120, -0.71885, -1.51523], [1.89434, -1.60141, -1.03894], [1.60424, 0.48863, 0.25288], [0.71250, 2.68600, -0.60289], [0.14289, 3.85698, -1.13568], [-0.87306, 3.67829, -1.50157], [0.10688, 4.56825, -0.31197], [0.75442, 4.27087, -1.94405], [0.09240, 2.41836, -3.25057], [0.35020, 0.34898, -4.50410], [2.09872, -2.63586, -3.34738], [1.12546, -1.94084, -4.67478], [-1.52375, -2.93862, -4.50908], [-1.44274, -1.51394, -3.44723], [-0.51163, -2.08243, -0.93852], [-0.97982, -0.12184, 0.38175], [-2.62917, -0.76559, 0.62153], [-1.78931, -2.53618, 2.05287], [-0.12317, -2.22774, 1.55554], [-1.85470, -0.21593, 3.04339], [-1.07615, 1.77312, 3.04524], [-0.02057, 1.38911, 4.42254], [1.90161, 2.35726, 3.26520], [0.99438, 2.45770, 1.74871], [0.29849, 3.97898, 4.30073], [-0.51649, 4.13008, 2.74451], [1.09030, 5.98450, 3.03046]], "nbo_charge": [-0.60, 0.20, 0.20, -0.39, -0.41, -0.21, -0.45, -0.42, 0.17, 0.20, 0.20, -0.21, 0.17, -0.41, -0.24, -0.63, 0.68, -0.63, -0.30, 0.24, -0.21, -0.43, 0.68, -0.62, -0.50, 0.24, 0.24, -0.24, -0.08, -0.19, -0.32, 0.38, -0.28, -0.16, 0.22, 0.23, -0.51, -0.25, 0.18, 0.20, 0.18, 0.22, 0.21, 0.25, 0.20, 0.19, 0.22, 0.40, 0.21, 0.23, 0.21, 0.19, 0.20, 0.19, 0.16, 0.19, 0.22, 0.19, 0.19, 0.21]}


b.
{"formula": "C21H33N3O3", "method": "the ωB97M-V functional and the def2-TZVPD basis", "spin_multiplicity": 1, "charge": 0, "homo_lumo_gap_ev": 9.06, "homo_energy_ha": -0.3091, "smiles": "CCCCN(C)CCCNC(=O)[C@@H]1CC(=O)N(Cc2ccc(OC)cc2)C1", "symbols": ["C", "H", "H", "C", "C", "C", "N", "C", "H", "H", "H", "C", "H", "C", "C", "N", "C", "O", "C", "H", "C", "N", "C", "O", "C", "H", "H", "C", "C", "C", "C", "C", "C", "C", "H", "H", "O", "C", "H", "H", "H", "H", "H", "H", "H", "H", "H", "H", "H", "H", "H", "H", "H", "H", "H", "H", "H", "H", "H", "H"], "coordinates": [[-6.43109, -3.56722, -0.03509], [-6.29780, -4.60941, -0.31508], [-7.06287, -3.08981, -0.78150], [-5.08374, -2.86087, 0.05868], [-5.24909, -1.39644, 0.46259], [-3.91546, -0.64042, 0.62651], [-3.44892, 0.13846, -0.51054], [-3.09168, -0.65686, -1.66765], [-3.96426, -1.06729, -2.19359], [-2.45046, -1.47906, -1.35396], [-2.53483, -0.03733, -2.37034], [-4.31390, 1.26190, -0.85613], [-5.07426, 0.96939, -1.59800], [-3.52898, 2.45932, -1.40530], [-2.57437, 3.04716, -0.36797], [-1.54918, 2.08578, -0.03812], [-0.24941, 2.39244, 0.07814], [0.19436, 3.51986, -0.01427], [0.63176, 1.16699, 0.34056], [0.65946, 0.58089, -0.58306], [2.05604, 1.56741, 0.75045], [2.40956, 0.63654, 1.79352], [1.39813, -0.12665, 2.24104], [1.47777, -0.98024, 3.09827], [0.13510, 0.29277, 1.49764], [-0.42444, -0.58426, 1.17672], [-0.48894, 0.85823, 2.19308], [3.76313, 0.54769, 2.28647], [4.69963, 0.04987, 1.21683], [5.73414, 0.83332, 0.73491], [6.57576, 0.37554, -0.26661], [6.38009, -0.88775, -0.81089], [5.33292, -1.67921, -0.33293], [4.50811, -1.21480, 0.66676], [3.70323, -1.83350, 1.03536], [5.19413, -2.65807, -0.76399], [7.13869, -1.44059, -1.79844], [8.21894, -0.69992, -2.31068], [8.67917, -1.33415, -3.06676], [7.88331, 0.23212, -2.77726], [8.95563, -0.47249, -1.53326], [7.37335, 1.01431, -0.61187], [5.89627, 1.81972, 1.14578], [4.08362, 1.53169, 2.64676], [3.73518, -0.15264, 3.12730], [2.76560, 1.49821, -0.07885], [2.06448, 2.60017, 1.12255], [-1.89267, 1.12864, 0.00071], [-3.13422, 3.31873, 0.53613], [-2.08084, 3.94551, -0.74803], [-4.24301, 3.22735, -1.70583], [-2.96142, 2.16523, -2.28867], [-4.83619, 1.58057, 0.04891], [-3.12648, -1.35592, 0.87724], [-3.99906, 0.05869, 1.46368], [-5.78618, -1.36461, 1.41288], [-5.86940, -0.88261, -0.27461], [-4.46254, -3.36713, 0.80132], [-4.57421, -2.93295, -0.90320], [-6.94768, -3.53230, 0.92165]], "nbo_charge": [-0.60, 0.21, 0.20, -0.39, -0.43, -0.20, -0.48, -0.42, 0.17, 0.20, 0.20, -0.22, 0.18, -0.41, -0.22, -0.65, 0.69, -0.64, -0.31, 0.23, -0.21, -0.42, 0.69, -0.63, -0.50, 0.23, 0.24, -0.24, -0.07, -0.20, -0.27, 0.29, -0.25, -0.18, 0.22, 0.22, -0.49, -0.25, 0.20, 0.18, 0.18, 0.21, 0.21, 0.20, 0.25, 0.21, 0.22, 0.43, 0.18, 0.23, 0.22, 0.20, 0.20, 0.20, 0.20, 0.21, 0.20, 0.20, 0.19, 0.20]}


Which structure wins on stability? a wins.


a.
{"formula": "C6H12Cl6F6MgN3O12S6", "method": "the ωB97M-V functional and the def2-TZVPD basis", "spin_multiplicity": 1, "charge": -1, "homo_lumo_gap_ev": 8.87, "homo_energy_ha": -0.2891, "symbols": ["Mg", "N", "S", "O", "O", "F", "S", "O", "O", "F", "N", "S", "O", "O", "F", "S", "O", "O", "F", "N", "S", "O", "O", "F", "S", "O", "O", "F", "Cl", "C", "C", "Cl", "H", "H", "H", "H", "Cl", "C", "C", "Cl", "H", "H", "H", "H", "Cl", "C", "C", "Cl", "H", "H", "H", "H"], "coordinates": [[19.01180, 13.58387, -17.35902], [15.98276, 16.43609, -16.27836], [14.91263, 17.49864, -16.89172], [13.88045, 16.88423, -17.69083], [15.36428, 18.85275, -17.01022], [14.16417, 17.64641, -15.47524], [17.07398, 16.46099, -17.56239], [16.73723, 17.10092, -18.81466], [17.86248, 15.23690, -17.52738], [18.11072, 17.47658, -16.94364], [19.70322, 13.89586, -15.68690], [19.52600, 15.07951, -14.40260], [20.50936, 15.14452, -13.36987], [18.15251, 15.37299, -14.11729], [19.94188, 16.35155, -15.25783], [20.49759, 12.86664, -14.80672], [19.89483, 12.44914, -13.56107], [21.93562, 12.85096, -14.90079], [20.16362, 11.63567, -15.85488], [19.72152, 13.24666, -19.00690], [19.07836, 13.25881, -20.59854], [18.18668, 12.18247, -20.85555], [19.84906, 13.83650, -21.65365], [18.08112, 14.43561, -20.16596], [21.09033, 12.71817, -19.52746], [22.03037, 13.74001, -19.89035], [21.13581, 11.41714, -20.11717], [21.60991, 12.40970, -18.00629], [24.21137, 17.60952, -19.53559], [24.06865, 16.16137, -18.47567], [22.94789, 16.42942, -17.49161], [21.36376, 16.29096, -18.31463], [24.98057, 15.85864, -17.96012], [23.84703, 15.27147, -19.06379], [23.03914, 17.43529, -17.08421], [22.94863, 15.79405, -16.60605], [20.09437, 12.60736, -26.26798], [20.84490, 13.78031, -25.10457], [21.85428, 13.08078, -24.19810], [23.12684, 12.06324, -24.97821], [19.95906, 14.13639, -24.58850], [21.33745, 14.59002, -25.63782], [21.27508, 12.48232, -23.49978], [22.42789, 13.82799, -23.65543], [25.78356, 12.89383, -17.37976], [24.84695, 11.58704, -16.62557], [24.90870, 10.29030, -17.42567], [23.84044, 10.31331, -18.85091], [23.85550, 11.93345, -16.34038], [25.35264, 11.40796, -15.67481], [24.65698, 9.45342, -16.77948], [25.91145, 10.20551, -17.83720]], "nbo_charge": [1.84, -1.04, 2.42, -0.90, -0.90, -0.52, 2.43, -0.85, -1.11, -0.48, -1.34, 2.42, -0.84, -0.84, -0.48, 2.44, -0.86, -0.89, -0.54, -1.34, 2.41, -0.86, -0.84, -0.49, 2.44, -0.87, -0.86, -0.54, -0.07, -0.40, -0.39, -0.07, 0.23, 0.25, 0.22, 0.23, -0.09, -0.37, -0.38, -0.07, 0.24, 0.21, 0.23, 0.23, -0.07, -0.39, -0.39, -0.05, 0.25, 0.21, 0.22, 0.22]}


b.
{"formula": "C6H12Cl6F6MgN3O12S6", "method": "the ωB97M-V functional and the def2-TZVPD basis", "spin_multiplicity": 1, "charge": -1, "homo_lumo_gap_ev": 9.14, "homo_energy_ha": -0.2818, "symbols": ["Mg", "N", "S", "O", "O", "F", "S", "O", "O", "F", "N", "S", "O", "O", "F", "S", "O", "O", "F", "N", "S", "O", "O", "F", "S", "O", "O", "F", "Cl", "C", "C", "Cl", "H", "H", "H", "H", "Cl", "C", "C", "Cl", "H", "H", "H", "H", "Cl", "C", "C", "Cl", "H", "H", "H", "H"], "coordinates": [[-0.36128, 0.61070, 0.26331], [-2.73945, 3.67282, -0.82844], [-1.43859, 4.43873, -0.83790], [-1.27511, 5.47745, -1.85421], [-0.21750, 3.87351, -0.29270], [-1.91994, 5.29734, 0.45527], [-2.09646, 2.54713, -1.98240], [-1.20062, 1.53730, -1.31866], [-1.91428, 2.93375, -3.34649], [-3.47961, 1.64557, -2.01666], [-1.77419, 0.98245, 1.39576], [-3.58680, 0.97489, 1.31289], [-4.28225, 2.16057, 0.82107], [-4.26672, 0.22794, 2.34779], [-3.71017, -0.05929, 0.10851], [-1.89474, 1.12023, 2.95595], [-2.11523, -0.09048, 3.69308], [-2.44596, 2.35199, 3.45496], [-0.30839, 1.36465, 3.10234], [1.28395, 0.84710, -0.50746], [2.52867, 1.98976, -0.13864], [2.56673, 3.24101, -0.81652], [3.77769, 1.42415, 0.27687], [1.96861, 2.56055, 1.23698], [1.80648, 0.75043, -1.92890], [3.11966, 0.19157, -2.06386], [1.31184, 1.65408, -2.93657], [0.81535, -0.56381, -2.17287], [-2.08524, -1.90654, -0.88909], [-2.64721, -2.03001, -2.57684], [-3.53684, -3.31089, -2.85139], [-4.62924, -3.65800, -1.53118], [-1.74921, -1.93527, -3.18735], [-3.20643, -1.11019, -2.74800], [-2.88031, -4.16186, -3.03278], [-4.02512, -3.13117, -3.80921], [0.72443, -1.20329, 1.59778], [1.66832, -1.98952, 2.90223], [0.76438, -1.97731, 4.14987], [-0.76294, -2.93984, 3.82466], [2.56350, -1.36798, 2.92358], [1.88486, -3.02081, 2.62357], [0.37682, -0.96838, 4.29119], [1.36815, -2.29297, 5.00071], [4.86718, -3.18969, -2.28557], [5.32600, -1.89191, -1.17770], [4.24870, -1.88942, -0.13971], [4.32538, -3.32935, 0.89242], [5.21233, -0.99753, -1.79030], [6.25701, -2.05910, -0.63606], [3.22864, -1.70417, -0.47625], [4.55517, -1.09685, 0.54294]], "nbo_charge": [1.78, -0.95, 2.37, -0.90, -0.93, -0.53, 2.34, -1.06, -0.81, -0.50, -1.30, 2.35, -0.82, -0.84, -0.49, 2.44, -0.89, -0.87, -0.53, -1.30, 2.38, -0.81, -0.89, -0.49, 2.44, -0.89, -0.84, -0.55, -0.06, -0.38, -0.41, -0.01, 0.24, 0.23, 0.21, 0.22, -0.14, -0.34, -0.38, -0.05, 0.24, 0.24, 0.24, 0.22, -0.07, -0.40, -0.39, -0.09, 0.26, 0.22, 0.24, 0.23]}


Which structure wins on stability? a wins.


a.
{"formula": "C3H2Cl2OS2", "method": "the ωB97M-V functional and the def2-TZVPD basis", "spin_multiplicity": 1, "charge": 0, "homo_lumo_gap_ev": 8.92, "homo_energy_ha": -0.3468, "smiles": "O=C1CC(Cl)(Cl)SS1", "symbols": ["C", "C", "C", "O", "S", "S", "Cl", "Cl", "H", "H"], "coordinates": [[-1.43216, -0.26612, 0.04186], [-0.04917, -0.41482, -0.64033], [0.99954, 0.38374, 0.11814], [-2.51741, -0.26107, -0.43056], [-1.17989, -0.35497, 1.81355], [0.98443, -0.12869, 1.90442], [2.62192, 0.33380, -0.56188], [0.61978, 2.30782, 0.04018], [0.30318, -1.39252, -0.56639], [-0.35022, -0.20718, -1.71900]], "nbo_charge": [0.46, -0.60, -0.13, -0.50, 0.10, 0.19, 0.06, -0.11, 0.26, 0.27]}


b.
{"formula": "C3H2Cl2OS2", "method": "the ωB97M-V functional and the def2-TZVPD basis", "spin_multiplicity": 1, "charge": 0, "homo_lumo_gap_ev": 7.64, "homo_energy_ha": -0.3676, "smiles": "O=C1CC(Cl)(Cl)SS1", "symbols": ["C", "C", "C", "O", "S", "S", "Cl", "Cl", "H", "H"], "coordinates": [[-0.79995, 1.20027, -0.09977], [-0.62604, -0.30203, 0.06661], [0.81794, -0.73166, 0.08009], [-1.74127, 1.66994, -0.68493], [0.56387, 2.29090, 0.43059], [1.75666, 0.17533, 1.23977], [0.89384, -2.40486, 0.46584], [1.42165, -0.64746, -1.72329], [-1.06021, -0.59184, 0.93741], [-1.22649, -0.65859, -0.71232]], "nbo_charge": [0.45, -0.58, -0.23, -0.52, 0.13, 0.24, 0.06, -0.08, 0.25, 0.26]}


Which structure wins on stability? a wins.